[1]
Formula: C3H4N4S
Source: the OMol25 dataset
Level of theory: ωB97M-V/def2-TZVPD

Atoms and positions in Å:
H (-0.9956, 3.0372, -1.7455)
N (-0.3081, 2.2373, -2.1880)
C (-0.0923, 1.2200, -1.3807)
N (0.9786, 0.3742, -1.9538)
C (1.1612, -0.5174, -1.0097)
N (0.4695, -0.2909, 0.1486)
C (0.1656, -1.2409, 1.1222)
S (-0.8426, -1.1915, 2.3467)
N (-0.4483, 0.7242, -0.1492)
H (2.0123, -1.2730, -0.9346)
H (0.9670, -1.9737, 0.9610)
H (-0.7500, 1.1894, 0.7790)

Force components x, y, z for each atom (eV/Å):
H 1.909 -2.766 -1.132
N -2.577 1.014 3.715
C 1.933 2.526 -3.888
N -1.248 -2.089 3.027
C 2.479 0.598 -1.436
N -2.210 -0.524 0.852
C 2.632 0.381 -1.594
S -0.822 0.245 0.407
N -0.577 0.612 2.647
H -1.480 0.928 -0.526
H -0.482 -0.475 0.511
H 0.442 -0.451 -2.584

Results
Strongest force on any atom in eV/A: 5.0
Relative energy (zero: lowest compared OMol25 entry of this formula, charge and spin) in eV: 1.8840
HOMO energy in eV: -8.82
Lowest unoccupied orbital energy in eV: -0.6
Structure (SMILES): [H]/N=c1/ncn(C=S)[nH]1



[2]
Formula: C2H6OP2
Source: the OMol25 dataset
Level of theory: ωB97M-V/def2-TZVPD

Atoms and positions in Å:
C (-0.4947, -0.4788, -0.3785)
C (0.6018, 0.2476, 0.3974)
O (-0.1799, -1.6704, 0.1820)
P (-2.2170, 0.1614, 0.0258)
P (2.2864, -0.0867, -0.0102)
H (-0.3311, -0.4235, -1.4689)
H (0.3784, 0.4307, 1.4423)
H (-2.2019, -0.3661, 1.3130)
H (-2.8342, -0.9767, -0.4746)
H (2.7570, 1.1151, 0.5122)
H (2.2318, 0.3428, -1.3376)

Force components x, y, z for each atom (eV/Å):
C -0.667 0.636 -0.334
C -1.195 -2.961 0.009
O 1.102 1.620 0.542
P 0.404 0.528 -0.424
P 0.438 -0.188 0.020
H -0.027 0.081 0.126
H -0.089 0.256 0.056
H 0.057 -0.079 0.546
H -0.344 -0.419 -0.301
H 0.292 0.413 0.167
H 0.030 0.113 -0.407

Results
Strongest force on any atom in eV/A: 3.2
Relative energy (zero: lowest compared OMol25 entry of this formula, charge and spin) in eV: 2.8663
HOMO energy (spin up / spin down) in eV: -8.89 / -8.61
Lowest unoccupied orbital energy (spin up / spin down) in eV: -1.0 / -1.0



[3]
Formula: C10H14N3O2
Source: the OMol25 dataset
Level of theory: ωB97M-V/def2-TZVPD

Atoms and positions in Å:
N (1.5875, -3.0965, 1.6166)
C (0.5621, -2.9714, 0.6090)
C (-0.5248, -4.0502, 0.8537)
C (-1.6369, -3.2906, 1.4657)
N (-1.4489, -2.0256, 1.3905)
C (-0.2465, -1.6498, 0.6153)
H (2.4269, -2.5866, 1.3745)
H (1.2984, -2.8074, 2.5428)
H (1.0286, -3.0889, -0.3654)
H (-0.8599, -4.5631, -0.0528)
H (-0.1756, -4.8221, 1.5452)
H (-2.5186, -3.6873, 1.9564)
H (-2.0765, -1.3518, 1.8131)
H (0.2705, -0.8037, 1.0614)
H (-0.5803, -1.3862, -0.3894)
C (-0.6377, 4.6606, -1.5413)
C (-0.7567, 3.5967, -2.4266)
C (-0.1435, 2.3866, -2.1462)
C (0.5753, 2.2806, -0.9671)
C (0.7167, 3.3258, -0.0696)
C (0.0962, 4.5275, -0.3695)
N (1.2305, 1.0013, -0.6591)
O (1.1105, 0.0842, -1.4489)
O (1.8425, 0.9024, 0.3886)
H (-1.1149, 5.6040, -1.7705)
H (-1.3204, 3.7106, -3.3422)
H (-0.2022, 1.5456, -2.8204)
H (1.3044, 3.1924, 0.8260)
H (0.1934, 5.3628, 0.3102)

Force components x, y, z for each atom (eV/Å):
N 0.088 0.047 -0.073
C 0.076 0.059 0.110
C -0.042 0.050 0.060
C 0.098 0.142 0.015
N -0.039 -0.135 0.091
C -0.093 -0.179 -0.172
H -0.006 0.024 -0.021
H -0.059 -0.012 0.015
H -0.010 -0.064 0.008
H -0.053 0.060 0.008
H 0.023 -0.013 -0.083
H 0.053 -0.031 0.012
H -0.066 0.037 -0.106
H 0.015 -0.082 0.096
H 0.023 0.086 0.060
C 0.002 -0.004 0.001
C -0.002 -0.028 -0.024
C 0.013 0.048 0.034
C 0.122 -0.038 -0.029
C -0.035 0.003 -0.053
C 0.021 -0.003 0.033
N 0.032 0.098 0.070
O -0.095 -0.123 -0.160
O -0.042 0.023 0.113
H 0.001 -0.003 0.001
H 0.000 0.007 0.007
H -0.013 0.011 -0.009
H -0.006 0.017 0.005
H -0.007 0.001 -0.008

Results
Strongest force on any atom in eV/A: 0.3
Relative energy (zero: lowest compared OMol25 entry of this formula, charge and spin) in eV: 1.5724
Charge: +1
HOMO energy in eV: -12.60
Lowest unoccupied orbital energy in eV: -4.2



[4]
Formula: C3H5NOS3
Source: the OMol25 dataset
Level of theory: ωB97M-V/def2-TZVPD

Atoms and positions in Å:
C (0.5888, -1.9870, -1.2716)
S (0.5546, -0.2177, -1.4855)
C (-0.0745, 0.5139, 0.0285)
N (0.2780, 1.6170, 0.5217)
S (1.4201, 2.6861, -0.4346)
C (-1.2408, -0.3234, 0.7226)
O (-1.6716, -1.2688, 0.1944)
S (-2.0305, 0.4920, 2.2368)
H (-0.1107, -2.5940, -1.9836)
H (0.4162, -1.9769, -0.0308)
H (1.7951, -2.3208, -1.4733)
H (1.1573, 3.9180, 0.2519)
H (-1.0822, 1.4617, 2.7235)

Force components x, y, z for each atom (eV/Å):
C 2.340 -1.456 2.280
S -0.031 1.450 -0.654
C -0.008 -1.472 0.042
N 0.589 1.815 -0.997
S -1.367 -0.041 1.638
C 1.445 3.795 1.121
O -1.312 -1.479 -0.127
S 1.291 0.169 -0.092
H 1.106 1.230 1.854
H 0.424 -1.371 -3.771
H -3.577 0.815 0.574
H 0.134 -1.940 -0.616
H -1.033 -1.516 -1.253

Results
Strongest force on any atom in eV/A: 4.2
Relative energy (zero: lowest compared OMol25 entry of this formula, charge and spin) in eV: 2.8171
HOMO energy in eV: -9.05
Lowest unoccupied orbital energy in eV: -0.2
Structure (SMILES): CS/C(=N\S)C(=O)S



Look up the strongest force on any atom of the third one. 0.3 eV/A